C21H25F3N4O4 | ωB97M-V/def2-TZVPD

```
57
Properties=species:S:1:pos:R:3:forces:R:3:mulliken_charge:R:1
C 5.65451 -3.46029 3.18177 0.5 -0.1 -0.1 -0.71
C -1.85438 5.00313 -1.76924 -0.4 0.0 -0.1 -0.21
H 2.09901 -1.54651 0.17079 0.1 0.1 -0.1 0.54
H 0.70913 0.39513 0.42398 -0.1 0.0 -0.1 0.43
H -2.28472 1.01339 -3.43441 -0.1 0.1 -0.2 0.53
C 1.00436 3.86873 -2.99172 0.1 0.4 0.2 -1.13
H 1.50050 3.90374 -3.96841 0.0 0.0 0.1 0.35
C 0.96350 -2.30206 3.23843 0.0 0.1 -0.2 -0.60
C -0.79411 0.84029 -1.75980 0.0 -0.2 0.5 0.59
H -2.11963 3.93710 -1.83435 0.0 0.1 0.0 0.05
C -0.84740 -0.09504 -0.72128 -0.1 0.3 -0.6 -0.24
H -0.64989 2.65548 -3.46799 0.1 -0.1 0.1 0.17
H -2.81714 -2.71013 -0.65987 0.1 0.2 0.1 0.47
C 0.21168 5.17449 -2.78180 0.4 -0.2 -0.3 0.19
C 0.95652 -1.83303 1.93596 0.0 0.1 0.0 -0.72
C 3.30714 -2.89270 3.03464 -0.2 0.0 0.0 0.44
H 1.75521 3.77355 -2.20395 0.0 0.0 -0.2 0.39
N -2.61789 -0.46527 -2.04494 -0.7 -0.1 -0.5 -1.68
H -2.22574 6.78834 -2.92108 0.0 0.0 0.0 0.28
O 4.34985 -3.43832 3.71694 -0.3 0.0 0.0 -0.48
H 5.52195 -2.00191 -0.63871 -0.1 0.0 0.0 0.25
C -0.84549 5.42276 -3.87993 0.0 0.0 0.2 -0.73
H -0.96833 4.53546 -4.50247 0.0 0.0 -0.1 0.25
C -0.30818 -1.27712 1.32357 -0.1 -0.3 0.2 0.20
H 5.71525 -4.07986 2.28509 0.0 0.1 0.1 0.24
H 6.27332 -3.89484 3.96685 0.0 0.0 -0.1 0.30
C -3.45431 -1.40667 0.88999 -0.2 0.0 0.0 0.87
O 4.46343 -2.48076 0.98180 -0.2 -0.1 0.4 -0.48
H -0.55962 6.24954 -4.52650 0.0 -0.1 -0.1 0.37
H -0.90425 -0.80737 2.12189 0.1 -0.1 -0.1 0.45
N 0.00426 -0.31994 0.28850 0.3 0.1 0.3 -0.25
N -1.94508 -0.85203 -0.93509 0.6 0.3 0.2 1.05
H -1.41938 -3.13134 1.46272 0.0 0.0 -0.1 0.45
O -0.47182 5.16220 -1.53869 0.2 0.0 0.1 -0.48
N 0.17471 2.69776 -2.89131 -0.1 0.2 -0.2 -0.01
H -3.02350 5.35241 -3.58790 -0.1 0.0 0.0 0.33
C 3.30273 -2.41677 1.70861 0.1 -0.1 0.0 0.76
C 0.26664 1.83342 -1.84883 -0.3 -0.3 -0.2 0.79
F -3.65997 -2.26172 1.90596 0.1 -0.3 0.1 -0.30
H 0.06967 -2.25500 3.84121 -0.1 0.0 0.1 0.48
H 4.21671 -0.84488 -0.27637 0.0 0.0 0.0 0.38
H 6.01319 -2.45501 2.95149 0.0 -0.1 0.0 0.28
C 2.12180 -1.90675 1.18599 0.0 0.0 0.0 -0.19
H 3.83402 -2.43520 -0.99780 0.0 0.0 0.0 0.34
C -1.93810 0.54208 -2.53519 0.1 -0.2 0.3 -0.45
H -2.38069 5.44198 -0.92054 0.0 -0.1 -0.1 0.39
C -2.12558 5.71690 -3.09420 0.1 -0.1 0.2 -0.56
C 4.49090 -1.90374 -0.30165 0.0 0.1 -0.2 -0.93
O 1.19445 1.85155 -1.04756 0.2 0.1 0.2 -0.80
C -2.35497 -1.91097 -0.06599 -0.4 -0.3 0.3 -0.30
F -4.62847 -1.26442 0.27073 -0.1 0.0 -0.3 -0.27
C 2.12483 -2.82636 3.76785 0.2 0.0 -0.2 -0.82
C -1.12098 -2.42408 0.68977 -0.1 0.2 0.0 -1.13
H 0.93726 5.99657 -2.73495 -0.1 -0.1 -0.1 0.41
H 2.15349 -3.19594 4.78021 0.0 0.0 0.1 0.42
H -0.48031 -2.94339 -0.02556 0.0 0.0 0.0 0.37
F -3.16116 -0.22280 1.44135 0.2 0.2 0.0 -0.27
```
Positions in Å, forces in eV/Å.

Output
Energy above the lowest of the compared OMol25 structures with the same formula, charge and spin in kcal/mol: 2.8
Kohn-Sham gap in Ha: 0.31955
Electronic energy in eV: -44485.8714
Structure (SMILES): COc1ccc([C@@H]2C[C@@H](C(F)(F)F)n3ncc(C(=O)NC[C@H]4CCCO4)c3N2)cc1OC
E_HOMO in eV: -8.0